No. 1
A structure of composition C28H37BCrN8O2S2. Source: the OMol25 dataset; level of theory: ωB97M-V/def2-TZVPD.

ORCA input file:
```
! RIJCOSX wB97M-V def2-TZVPD def2/J DEFGRID3
* xyz 1 2
Cr 0.3066 -0.3148 0.1594
C 3.8962 0.4318 -3.0117
C 3.5714 -0.1959 -1.6592
C 4.8368 -0.5981 -0.9047
C 2.6465 -1.3628 -1.8110
C 2.8015 -2.5144 -2.5858
C 1.6629 -3.2553 -2.3512
N 0.8826 -2.5933 -1.4925
N 1.4912 -1.4238 -1.1514
B -0.5019 -2.9845 -0.9171
N -1.4794 -1.8416 -1.2970
C -2.6649 -1.9089 -1.9021
C -2.9883 -0.6618 -2.3904
C -1.8979 0.1541 -2.0753
N -1.0066 -0.5668 -1.3822
C -1.6670 1.5574 -2.5815
C -0.1933 1.9542 -2.6185
C -2.2423 1.6804 -3.9990
N -0.3249 -3.0596 0.6122
C -0.6586 -3.9626 1.5334
C -0.1493 -3.5587 2.7535
C 0.5030 -2.3577 2.4885
N 0.3937 -2.0743 1.1885
C 1.3411 -1.4957 3.3777
C 2.5407 -2.2870 3.9053
C 1.8090 -0.2596 2.6278
H 4.5727 1.2755 -2.8829
H 2.9978 0.7849 -3.5162
H 4.3854 -0.2872 -3.6687
H 3.0351 0.5519 -1.0535
H 5.3715 -1.3864 -1.4346
H 4.6060 -0.9691 0.0942
H 5.5088 0.2539 -0.8097
H 3.6249 -2.7632 -3.2294
H 1.3502 -4.2094 -2.7374
H -0.8790 -4.0282 -1.3572
H -3.1860 -2.8474 -1.9726
H -3.8637 -0.3906 -2.9466
H -2.2235 2.2476 -1.9377
H 0.4008 1.1752 -3.1012
H 0.2216 2.1506 -1.6358
H -0.0769 2.8640 -3.2063
H -1.7690 0.9619 -4.6684
H -2.0571 2.6814 -4.3844
H -3.3161 1.5128 -4.0292
H -1.2057 -4.8474 1.2593
H -0.2154 -4.0768 3.6915
H 0.7358 -1.1818 4.2346
H 3.1482 -2.6550 3.0770
H 2.2234 -3.1435 4.4964
H 3.1663 -1.6570 4.5368
H 2.5269 -0.5141 1.8410
H 2.2930 0.4555 3.2940
H 0.9568 0.3044 2.2208
O -3.8246 3.0972 1.2316
C -4.2627 1.8486 1.4791
C -5.6147 1.7092 1.7941
C -6.1440 0.4616 2.0423
C -5.3474 -0.6821 1.9847
C -4.0108 -0.5525 1.6841
C -3.4435 0.7055 1.4320
C -2.0139 0.7737 1.1148
O -1.3118 -0.3209 1.1802
N -1.4486 1.8999 0.7692
N -0.0892 1.6452 0.5190
C 0.6862 2.6527 0.7647
S 0.0952 4.1394 1.4170
C 1.6794 5.0088 1.2536
C 2.7964 4.0012 1.4498
S 2.3850 2.5679 0.4180
H -2.8877 3.0558 0.9654
H -6.2247 2.5999 1.8300
H -7.1949 0.3745 2.2829
H -5.7740 -1.6562 2.1753
H -3.3653 -1.4181 1.6406
H 1.7073 5.7861 2.0153
H 1.7312 5.4719 0.2689
H 2.8785 3.6852 2.4890
H 3.7572 4.3817 1.1086
*
```

Results
**Gap between HOMO and LUMO (alpha / beta)**: 6.41 / 6.85 eV

---

No. 2
A cluster of 5 separate species, C28H37BF7N5S in total in a non-equilibrium geometry. Source: the OMol25 dataset; level of theory: ωB97M-V/def2-TZVPD.

ORCA input file:
```
! RIJCOSX wB97M-V def2-TZVPD def2/J DEFGRID3
* xyz 0 1
C 0.4695 -4.7631 1.8416
C 0.3099 -3.1719 1.9006
C 0.1567 -2.4755 3.3015
C 0.0080 -0.9321 3.3318
C 0.0188 -0.1853 1.9791
C -0.0831 1.4371 1.9442
B 1.4478 1.9243 1.5878
N 1.7744 2.1801 0.1504
C 1.3441 3.3266 -0.2512
S 1.3264 4.9258 -0.7472
C 2.5166 2.0506 2.8317
F 3.0611 3.3623 2.9395
F 1.8257 1.8072 4.0811
C 3.6586 0.8971 2.7548
F 3.0610 -0.4026 2.8566
F 4.5878 0.9700 3.8308
C 4.5219 0.9352 1.3952
F 4.6766 2.2164 0.8385
F 4.0378 0.0274 0.4033
F 5.8263 0.4453 1.7281
C 0.1566 -0.8664 0.5798
C 0.2920 -2.4056 0.5513
H 1.5411 -5.1266 1.9967
H 0.1032 -5.0922 0.7989
H -0.1747 -5.1944 2.6864
H 0.1900 -3.0703 4.2695
H -0.1094 -0.3100 4.2882
H -0.4666 1.8789 2.9215
H -0.7097 1.7023 1.0293
H 0.1668 -0.2110 -0.3665
H 0.3862 -2.9079 -0.4835
C -1.1494 2.8035 6.3217
C -2.2868 2.4237 7.2645
C -2.0880 1.0525 7.9149
C -2.0212 -0.0099 6.8559
N -1.9686 -0.8429 6.0206
H -1.0730 2.1081 5.4817
H -1.3188 3.7989 5.9041
H -0.1903 2.8142 6.8484
H -3.2287 2.4364 6.7069
H -2.3671 3.1821 8.0487
H -2.9193 0.8320 8.5893
H -1.1638 1.0345 8.4988
C 4.1686 -3.4323 -2.7497
C 3.5055 -4.7703 -3.0606
C 2.3307 -4.6413 -4.0334
C 1.2736 -3.7539 -3.4422
N 0.4422 -3.0560 -2.9773
H 3.4769 -2.7444 -2.2565
H 5.0171 -3.5764 -2.0766
H 4.5362 -2.9552 -3.6634
H 3.1634 -5.2224 -2.1242
H 4.2512 -5.4456 -3.4901
H 1.8987 -5.6249 -4.2345
H 2.6637 -4.2166 -4.9843
C -2.8041 -3.6818 -4.9544
C -2.1985 -3.1194 -6.2355
C -2.2255 -4.1174 -7.3953
C -1.4318 -5.3405 -7.0340
N -0.8063 -6.3010 -6.7501
H -2.2426 -4.5450 -4.5883
H -2.7888 -2.9270 -4.1648
H -3.8429 -3.9879 -5.1128
H -1.1670 -2.8123 -6.0350
H -2.7509 -2.2206 -6.5251
H -1.7941 -3.6645 -8.2916
H -3.2530 -4.4120 -7.6254
C -3.8416 6.7089 -3.2249
C -2.9155 7.6235 -2.4302
C -1.6974 6.8905 -1.8635
C -2.1439 5.8010 -0.9316
N -2.4977 4.9452 -0.1992
H -4.2624 5.9185 -2.5982
H -4.6794 7.2792 -3.6335
H -3.3095 6.2409 -4.0588
H -3.4842 8.0824 -1.6152
H -2.5733 8.4345 -3.0798
H -1.0596 7.5889 -1.3156
H -1.1041 6.4506 -2.6698
*
```

Results
**Structure (SMILES)**: Cc1ccc(CB(N=C=S)C(F)(F)C(F)(F)C(F)(F)F)cc1.CCCC#N.CCCC#N.CCCC#N.CCCC#N
**Gap between HOMO and LUMO**: 7.60 eV

---

| no. | calculated total energy (Ha) |
| --- | --- |
| 1 | -3543.301607 |
| 2 | -2484.795232 |